(1)
Here is the molecule C23H29NS from OMol25. Energies are from ωB97M-V with the def2-TZVPD basis set.

CARTESIAN COORDINATES (ANGSTROEM)
C 3.167 0.012 4.568
C 1.899 -0.023 3.771
C 1.551 -1.182 3.084
C 0.375 -1.291 2.346
C 0.147 -2.630 1.693
C -0.479 -0.172 2.252
C -1.783 -0.227 1.456
C -2.836 -1.153 2.097
C -1.547 -0.514 -0.045
C -0.649 0.518 -0.730
S -1.379 2.190 -0.825
C -3.023 2.068 -0.466
N -4.175 2.160 -0.223
C -0.050 0.258 -2.118
C 0.901 1.207 -2.558
C 1.441 2.330 -1.709
C 1.447 1.094 -3.832
C 1.123 0.035 -4.682
C 1.740 -0.046 -6.039
C 0.232 -0.930 -4.222
C -0.379 -0.831 -2.967
C -1.314 -1.959 -2.619
C -0.140 1.007 2.949
C -1.029 2.220 2.909
C 1.029 1.065 3.706
H 3.289 0.996 5.026
H 3.167 -0.742 5.367
H 4.052 -0.194 3.952
H 2.214 -2.046 3.117
H -0.902 -2.908 1.580
H 0.634 -2.700 0.706
H 0.615 -3.414 2.307
H -2.236 0.768 1.494
H -3.038 -0.825 3.128
H -3.782 -1.111 1.538
H -2.499 -2.194 2.138
H -1.066 -1.495 -0.127
H -2.515 -0.558 -0.561
H 0.200 0.663 -0.038
H 2.317 2.738 -2.227
H 0.750 3.174 -1.583
H 1.778 2.004 -0.719
H 2.174 1.838 -4.166
H 1.411 -0.956 -6.542
H 1.469 0.813 -6.664
H 2.833 -0.061 -5.979
H 0.014 -1.791 -4.859
H -1.511 -2.547 -3.527
H -0.855 -2.649 -1.893
H -2.286 -1.625 -2.236
H -0.594 3.007 3.534
H -1.142 2.627 1.892
H -2.036 2.003 3.292
H 1.274 1.977 4.253

## Properties
* ΔE to the lowest compared entry with this formula, charge and spin: 0.0 kJ/mol
* structure (SMILES): Cc1cc(C)c([C@H](C)C[C@H](SC#N)c2c(C)cc(C)cc2C)c(C)c1
* HOMO energy: -8.696 eV
* frontier orbital gap: 9.312 eV

(2)
Here is a structure of composition C15H31NO2P2W from OMol25. Energies are from ωB97M-V with the def2-TZVPD basis set.

CARTESIAN COORDINATES (ANGSTROEM)
P 0.279 2.494 0.091
P -1.755 0.230 -1.428
C -0.782 2.885 -1.393
C -2.044 2.031 -1.519
H -0.147 2.812 -2.292
H -1.074 3.939 -1.255
H -2.804 2.295 -0.767
H -2.484 2.169 -2.516
C -1.146 -0.093 -3.112
H -1.071 -1.182 -3.271
H -0.171 0.390 -3.288
H -1.911 0.331 -3.787
C -3.463 -0.373 -1.516
H -3.846 -0.051 -2.503
H -4.069 0.073 -0.709
H -3.475 -1.474 -1.447
C 1.598 3.711 -0.216
H 2.389 3.598 0.543
H 1.124 4.710 -0.138
H 2.011 3.563 -1.230
C -0.698 3.437 1.308
H -1.690 2.997 1.464
H -0.785 4.451 0.894
H -0.148 3.469 2.255
W 0.881 -1.142 2.432
C -0.573 -2.558 1.149
C 0.570 -2.633 0.359
C 1.019 -1.635 -0.659
C 1.978 -0.413 -0.265
C 1.914 0.224 1.091
C 0.609 0.795 1.640
C -0.686 0.080 1.128
C -1.390 -1.309 1.420
C 2.648 -2.289 2.362
H -0.896 -3.437 1.727
H 1.141 -3.572 0.398
H 0.141 -1.238 -1.208
H 1.620 -2.175 -1.423
H 3.004 -0.799 -0.378
H 1.839 0.324 -1.073
H 2.825 0.760 1.401
H 0.543 1.547 2.428
H -0.481 0.074 -0.003
H -1.515 0.786 1.311
H -1.744 -1.328 2.467
H -2.308 -1.282 0.801
H 2.443 -3.177 2.999
H 3.420 -1.675 2.873
H 3.070 -2.664 1.415
O 2.791 -5.335 -0.113
N 2.164 -6.234 0.448
O 1.139 -6.106 1.105

## Properties
* ΔE to the lowest compared entry with this formula, charge and spin: 290.5 kJ/mol
* 2S+1: 3
* ⟨S²⟩: 2.456
* net charge: +2
* HOMO energy (spin up / spin down): -13.936 / -14.089 eV
* frontier orbital gap (spin up / spin down): 6.461 / 5.574 eV

(3)
Here is a structure of composition C33H26Cl3CoIN5OS from OMol25. Energies are from ωB97M-V with the def2-TZVPD basis set.

CARTESIAN COORDINATES (ANGSTROEM)
Co -0.090 0.243 0.068
C -4.674 2.782 -2.088
C -3.801 2.775 -3.170
C -2.565 2.166 -3.069
C -2.197 1.552 -1.867
C -3.073 1.558 -0.786
C -4.311 2.167 -0.899
N -0.923 0.983 -1.667
N -0.183 0.837 -2.667
C 1.084 0.316 -2.435
C 1.970 0.291 -3.516
C 3.240 -0.220 -3.337
C 3.610 -0.717 -2.093
C 2.723 -0.681 -1.016
C 1.444 -0.166 -1.153
H -5.631 3.279 -2.167
H -4.086 3.254 -4.097
H -1.869 2.163 -3.895
H -2.771 1.077 0.140
H -4.994 2.161 -0.060
H 1.640 0.692 -4.467
H 3.942 -0.235 -4.160
H 4.597 -1.145 -1.959
H 3.060 -1.079 -0.064
Cl -8.752 -3.971 2.104
C -7.378 -3.983 1.061
C -6.892 -5.185 0.567
C -5.795 -5.176 -0.274
C -5.164 -3.988 -0.633
C -3.969 -4.041 -1.554
C -2.693 -4.440 -0.778
N -2.176 -3.337 0.011
C -2.438 -3.084 1.333
C -1.825 -1.904 1.625
N -1.191 -1.437 0.498
C -1.445 -2.314 -0.457
O -4.192 -4.997 -2.560
C -3.782 -4.572 -3.858
C -3.995 -5.692 -4.821
C -5.212 -6.021 -5.339
Cl -6.698 -5.237 -5.019
S -5.137 -7.375 -6.397
C -3.444 -7.506 -6.158
C -2.976 -6.562 -5.303
C -5.670 -2.799 -0.119
Cl -4.932 -1.274 -0.506
C -6.772 -2.785 0.722
H -7.373 -6.115 0.836
H -5.422 -6.103 -0.692
H -3.801 -3.051 -1.986
H -1.937 -4.766 -1.493
H -2.916 -5.272 -0.114
H -3.019 -3.755 1.942
H -1.794 -1.386 2.568
H -1.072 -2.258 -1.468
H -2.721 -4.293 -3.852
H -4.371 -3.698 -4.155
H -2.890 -8.280 -6.664
H -1.936 -6.474 -5.019
H -7.160 -1.852 1.104
I 0.358 3.794 0.034
C 0.464 2.656 1.794
C 0.692 3.322 2.987
C 0.850 2.582 4.145
C 0.789 1.198 4.061
C 0.545 0.619 2.837
N 0.365 1.325 1.703
H 0.749 4.400 2.992
H 1.031 3.080 5.088
H 0.929 0.576 4.933
H 0.490 -0.458 2.738

## Properties
* ΔE to the lowest compared entry with this formula, charge and spin: 0.0 kJ/mol
* 2S+1: 4
* ⟨S²⟩: 3.760
* net charge: +1
* HOMO energy (spin up / spin down): -10.596 / -10.596 eV
* frontier orbital gap (spin up / spin down): 7.318 / 7.093 eV

(4)
Here is the molecule C13H12N2O3S2 from OMol25. Energies are from ωB97M-V with the def2-TZVPD basis set.

CARTESIAN COORDINATES (ANGSTROEM)
N 3.819 -3.365 1.053
S 2.025 -3.366 1.120
O 1.447 -4.253 0.165
O 1.750 -3.707 2.478
C 1.724 -1.830 0.533
C 1.707 -0.808 1.717
C 1.435 0.377 1.416
C 1.179 0.738 0.075
C 1.462 -0.060 -0.911
N 0.994 0.215 -2.143
C 0.233 1.126 -2.865
O 0.595 1.540 -3.915
C -0.649 1.950 -2.081
C -1.442 1.225 -1.125
C -2.772 1.781 -0.339
C -3.395 1.165 0.587
C -4.433 1.877 1.037
C -4.162 3.257 0.834
S -3.023 3.473 -0.339
C 1.630 -1.443 -0.596
H 4.163 -3.664 1.980
H 4.085 -4.208 0.250
H 1.835 -1.218 2.978
H 1.421 1.083 2.248
H 1.080 1.848 -0.361
H 1.653 -0.354 -2.875
H -1.027 2.880 -2.054
H -1.324 0.166 -1.132
H -3.465 0.114 0.686
H -5.379 1.448 1.810
H -4.754 4.168 1.078
H 1.584 -2.156 -1.306

## Properties
* ΔE to the lowest compared entry with this formula, charge and spin: 523.0 kJ/mol
* structure (SMILES): NS(=O)(=O)c1cccc(NC(=O)/C=C/c2cccs2)c1
* HOMO energy: -8.626 eV
* frontier orbital gap: 8.141 eV

(5)
Here is a structure of composition C22H19FN7O4V from OMol25. Energies are from ωB97M-V with the def2-TZVPD basis set.

CARTESIAN COORDINATES (ANGSTROEM)
V -0.637 -0.232 -0.348
C -0.507 -2.830 1.317
N -1.401 -1.683 1.011
C -2.199 -1.167 2.149
C -2.630 0.205 1.734
N -2.112 0.755 0.640
C -2.755 2.001 0.479
C -2.650 2.966 -0.519
C -3.473 4.068 -0.412
C -4.383 4.209 0.651
C -4.493 3.256 1.640
C -3.649 2.158 1.531
N -3.536 0.993 2.302
C 0.491 -2.856 0.206
N 0.554 -1.839 -0.650
C 1.623 -2.129 -1.527
C 2.133 -1.435 -2.619
C 3.205 -1.999 -3.277
C 3.745 -3.234 -2.883
C 3.238 -3.933 -1.808
C 2.173 -3.344 -1.140
N 1.418 -3.771 -0.041
H 0.013 -2.630 2.256
H -1.051 -3.770 1.411
H -2.060 -1.989 0.285
H -3.049 -1.809 2.379
H -1.561 -1.110 3.032
H -1.992 2.842 -1.368
H -3.425 4.839 -1.168
H -5.032 5.074 0.675
H -5.210 3.349 2.444
H -4.038 0.799 3.156
H 1.707 -0.499 -2.955
H 3.640 -1.476 -4.119
H 4.570 -3.651 -3.445
H 3.641 -4.891 -1.508
H 1.596 -4.595 0.514
F -0.062 0.079 2.477
C 0.955 0.373 1.642
C 1.006 1.535 0.988
N 1.978 1.793 0.036
C 1.650 2.675 -1.076
C 0.561 2.098 -1.948
O 0.170 2.527 -2.967
O 0.016 0.925 -1.368
C 3.066 0.926 -0.136
O 3.929 1.123 -0.944
N 3.035 -0.198 0.685
C 1.965 -0.667 1.430
O 1.869 -1.807 1.822
H 0.274 2.316 1.165
H 2.529 2.824 -1.698
H 1.327 3.652 -0.715
H 3.831 -0.818 0.582

## Properties
* 2S+1: 3
* ⟨S²⟩: 2.011
* net charge: +2
* HOMO energy (spin up / spin down): -14.677 / -14.737 eV
* frontier orbital gap (spin up / spin down): 7.569 / 8.006 eV

(6)
Here is a cluster of 7 separate species, C4H22N8O7 in total from OMol25. Energies are from ωB97M-V with the def2-TZVPD basis set.

CARTESIAN COORDINATES (ANGSTROEM)
N 1.663 2.127 -3.542
C 1.373 2.472 -4.752
N 2.441 2.504 -5.467
O 0.200 2.592 -5.186
H 2.662 2.066 -3.407
H 0.941 1.711 -2.971
H 3.328 2.436 -4.990
H 2.349 2.838 -6.416
N -2.462 3.552 1.726
C -3.460 4.062 2.447
N -3.251 5.302 2.670
O -4.472 3.455 2.786
H -2.658 2.597 1.463
H -1.804 4.112 1.203
H -2.486 5.704 2.146
H -4.010 5.889 2.986
N -3.183 -4.239 2.692
C -1.868 -4.365 2.661
N -1.361 -4.624 3.819
O -1.236 -4.401 1.624
H -3.632 -4.080 1.801
H -3.697 -4.730 3.409
H -1.915 -4.397 4.632
H -0.375 -4.840 3.837
N 5.748 -0.256 2.261
C 5.230 -0.466 1.055
N 6.016 -1.188 0.375
O 4.170 -0.026 0.616
H 6.606 -0.747 2.467
H 5.180 0.087 3.024
H 6.825 -1.612 0.806
H 5.774 -1.504 -0.554
O -3.407 -3.646 -2.027
H -2.674 -3.620 -1.412
H -3.394 -2.789 -2.453
O -3.199 0.399 -2.891
H -2.530 0.747 -3.481
H -2.738 0.254 -2.065
O -0.521 -0.895 -0.422
H 0.421 -0.739 -0.488
H -0.593 -1.741 0.020

## Properties
* ΔE to the lowest compared entry with this formula, charge and spin: 306.5 kJ/mol
* structure (SMILES): NC(N)=O.NC(N)=O.NC(N)=O.NC(N)=O.O.O.O
* HOMO energy: -9.587 eV
* frontier orbital gap: 9.804 eV